Entry 1:
The following is a DFT calculation (ωB97M-V with the def2-TZVPD basis set) of a 3-piece molecular cluster, C22H48N4O2P overall in a non-equilibrium geometry.

Cartesian coordinates (Å):
N (-2.34, -3.97, -0.32)
P (-3.60, -3.31, 0.32)
C (-4.87, -2.83, -0.95)
C (-5.55, -4.05, -1.50)
C (-6.62, -4.54, -0.51)
C (-6.92, -3.26, 0.28)
N (-6.04, -2.16, -0.21)
H (-2.19, -4.92, 0.00)
H (-4.28, -4.16, 1.22)
H (-3.25, -2.13, 1.00)
H (-4.47, -2.23, -1.75)
H (-6.16, -3.62, -2.29)
H (-4.91, -4.78, -1.97)
H (-6.32, -5.32, 0.16)
H (-7.43, -4.84, -1.15)
H (-6.52, -3.47, 1.26)
H (-7.94, -2.99, 0.49)
H (-6.53, -1.62, -0.92)
H (-5.69, -1.57, 0.55)
C (-2.54, 3.42, -1.58)
C (-2.56, 2.31, -0.49)
C (-1.54, 2.60, 0.61)
C (-0.09, 2.36, 0.19)
C (0.07, 0.94, -0.35)
C (-0.90, 0.64, -1.49)
N (-2.31, 0.97, -1.10)
O (-2.77, 0.04, -0.33)
C (-0.45, 1.42, -2.74)
C (-0.80, -0.83, -1.89)
C (-3.95, 2.38, 0.12)
H (-3.55, 3.80, -1.77)
H (-1.93, 4.27, -1.28)
H (-2.18, 3.08, -2.54)
H (-1.76, 1.97, 1.48)
H (-1.66, 3.63, 0.95)
H (0.23, 3.10, -0.54)
H (0.57, 2.49, 1.06)
H (1.09, 0.80, -0.70)
H (-0.08, 0.23, 0.46)
H (-1.19, 1.35, -3.54)
H (0.48, 1.00, -3.12)
H (-0.25, 2.48, -2.55)
H (-0.97, -1.51, -1.06)
H (0.20, -1.04, -2.27)
H (-1.51, -1.07, -2.69)
H (-4.72, 2.13, -0.61)
H (-4.14, 3.40, 0.47)
H (-4.06, 1.72, 0.98)
C (3.70, -0.63, 2.34)
C (4.35, -0.52, 0.93)
C (5.81, -0.98, 0.95)
C (6.76, 0.02, 1.61)
C (6.62, 1.39, 0.95)
C (5.18, 1.90, 0.96)
N (4.24, 0.88, 0.40)
O (4.33, 0.87, -0.89)
C (4.80, 2.30, 2.41)
C (5.07, 3.19, 0.16)
C (3.56, -1.48, 0.05)
H (2.76, -1.17, 2.29)
H (4.35, -1.15, 3.04)
H (3.45, 0.33, 2.77)
H (6.15, -1.15, -0.08)
H (5.87, -1.94, 1.46)
H (6.57, 0.08, 2.68)
H (7.79, -0.33, 1.50)
H (7.25, 2.12, 1.46)
H (6.98, 1.34, -0.08)
H (3.74, 2.53, 2.48)
H (5.36, 3.19, 2.70)
H (5.04, 1.53, 3.14)
H (5.42, 3.07, -0.86)
H (5.67, 3.97, 0.62)
H (4.03, 3.54, 0.12)
H (2.52, -1.16, -0.05)
H (3.56, -2.48, 0.49)
H (3.98, -1.58, -0.95)

2S+1: 3
Charge: +1
Expectation value of S²: 2.008
HOMO (spin up / spin down) (eV): -9.88 / -10.81
Frontier orbital gap (spin up / spin down) (eV): 6.7 / 7.6
Electronic energy (Eh): -1577.4899
Largest force on an atom (eV/A): 2.37

Atom charges from the Löwdin analysis, given in e for atoms 1 to 8:
1 N -0.267
2 P 0.749
3 C -0.353
4 C -0.176
5 C -0.134
6 C -0.115
7 N 0.072
8 H -0.021


Entry 2:
The following is a DFT calculation (ωB97M-V with the def2-TZVPD basis set) of a 10-piece molecular cluster, C22H48O18 overall in a non-equilibrium geometry.

Cartesian coordinates (Å):
O (-2.95, -0.48, -2.34)
C (-2.64, 0.48, -2.96)
O (-2.24, 1.65, -2.42)
C (-2.06, 2.62, -3.44)
C (-2.14, 1.81, -4.75)
O (-2.64, 0.54, -4.31)
H (-2.72, 3.49, -3.41)
H (-1.04, 3.01, -3.34)
H (-1.15, 1.72, -5.20)
H (-2.85, 2.17, -5.49)
O (3.18, 1.65, -2.35)
C (2.83, 1.02, -3.29)
O (1.60, 0.45, -3.42)
C (1.48, -0.13, -4.72)
C (2.93, -0.19, -5.21)
O (3.58, 0.78, -4.38)
H (1.04, -1.12, -4.63)
H (0.87, 0.49, -5.37)
H (3.05, 0.07, -6.26)
H (3.37, -1.17, -5.03)
O (-5.93, -4.09, 1.66)
C (-5.70, -3.11, 1.05)
O (-6.26, -2.78, -0.13)
C (-5.74, -1.51, -0.59)
C (-4.63, -1.19, 0.44)
O (-4.83, -2.16, 1.46)
H (-5.32, -1.72, -1.57)
H (-6.56, -0.80, -0.64)
H (-4.78, -0.19, 0.84)
H (-3.67, -1.26, -0.07)
O (0.62, -1.84, 4.61)
C (1.27, -2.43, 3.82)
O (0.78, -3.26, 2.85)
C (1.86, -3.88, 2.17)
C (3.00, -2.93, 2.47)
O (2.62, -2.45, 3.76)
H (2.05, -4.91, 2.50)
H (1.64, -3.91, 1.10)
H (3.09, -2.11, 1.75)
H (3.99, -3.37, 2.48)
C (3.29, 2.06, 2.43)
C (4.57, 2.90, 2.33)
O (5.24, 3.03, 3.56)
H (2.93, 1.81, 1.44)
H (2.56, 2.58, 3.06)
H (3.52, 1.14, 2.97)
H (4.31, 3.86, 1.88)
H (5.25, 2.35, 1.68)
H (4.61, 3.33, 4.22)
C (-0.80, 1.71, 3.63)
C (-2.16, 1.08, 3.86)
O (-2.74, 1.48, 5.11)
H (-0.06, 1.67, 4.43)
H (-0.99, 2.74, 3.33)
H (-0.30, 1.30, 2.75)
H (-2.10, -0.02, 3.84)
H (-2.83, 1.40, 3.07)
H (-2.25, 1.05, 5.82)
C (0.68, 4.09, -0.76)
C (0.51, 4.79, 0.56)
O (-0.59, 5.73, 0.52)
H (-0.11, 3.36, -0.96)
H (1.58, 3.45, -0.79)
H (0.82, 4.75, -1.61)
H (1.38, 5.32, 0.91)
H (0.21, 4.06, 1.32)
H (-1.34, 5.30, 0.10)
C (0.59, -0.72, 0.60)
C (-0.14, 0.22, -0.35)
O (-1.26, 0.82, 0.28)
H (1.21, -1.33, -0.06)
H (-0.11, -1.34, 1.15)
H (1.26, -0.21, 1.29)
H (-0.53, -0.38, -1.18)
H (0.60, 0.97, -0.66)
H (-2.01, 0.86, -0.32)
C (-1.19, -4.72, 0.16)
C (-0.16, -4.88, -0.93)
O (0.62, -3.69, -1.09)
H (-0.79, -4.31, 1.08)
H (-1.75, -5.65, 0.33)
H (-1.98, -4.03, -0.15)
H (-0.67, -5.10, -1.87)
H (0.51, -5.72, -0.72)
H (0.31, -3.23, -1.87)
O (4.03, -0.88, -0.38)
H (3.37, -0.26, -0.70)
H (3.91, -1.67, -0.92)

2S+1: 1
Energy relative to the best compared isomer or geometry (same formula, charge and spin) (kJ/mol): 0.0
HOMO (eV): -9.60
Frontier orbital gap (eV): 9.2
Electronic energy (Eh): -2221.3447
Largest force on an atom (eV/A): 1.61
SMILES: O=C1OCCO1.O=C1OCCO1.O=C1OCCO1.O=C1OCCO1.CCO.CCO.CCO.CCO.CCO.O

Atom charges from the Löwdin analysis, given in e for atoms 1 to 8:
1 O 0.162
2 C -0.564
3 O 0.050
4 C -0.091
5 C -0.086
6 O 0.070
7 H 0.134
8 H 0.122


Entry 3:
The following is a DFT calculation (ωB97M-V with the def2-TZVPD basis set) of C22H49AlN2O5P as an isolated structure.

Cartesian coordinates (Å):
C (4.47, 0.26, -2.57)
C (5.09, 1.55, -2.04)
C (4.15, 2.31, -1.09)
Al (2.57, 3.22, -1.92)
C (1.02, 1.96, -2.44)
P (0.45, 0.79, -1.29)
O (1.41, -0.03, -0.53)
O (-0.63, -0.16, -2.07)
O (-0.56, 1.59, -0.30)
H (3.52, 0.45, -3.06)
H (5.13, -0.24, -3.28)
H (4.26, -0.43, -1.75)
H (5.33, 2.19, -2.89)
H (6.04, 1.30, -1.56)
H (4.71, 3.12, -0.60)
H (3.84, 1.63, -0.28)
H (1.91, 4.35, -0.94)
H (3.04, 3.89, -3.34)
H (0.16, 2.60, -2.67)
H (1.27, 1.41, -3.36)
H (-1.49, -0.12, -1.63)
H (-0.29, 1.40, 0.61)
C (2.42, -6.66, -2.54)
C (1.17, -6.57, -1.65)
C (-0.08, -6.21, -2.47)
C (-0.09, -4.77, -2.96)
C (0.09, -3.80, -1.80)
C (1.36, -4.07, -0.99)
N (1.32, -5.52, -0.59)
O (0.73, -5.78, 0.51)
C (2.61, -3.73, -1.80)
C (1.37, -3.20, 0.26)
C (0.97, -7.92, -0.96)
H (2.57, -7.70, -2.84)
H (2.34, -6.06, -3.44)
H (3.31, -6.34, -2.00)
H (-0.95, -6.38, -1.83)
H (-0.15, -6.91, -3.31)
H (0.68, -4.61, -3.72)
H (-1.05, -4.57, -3.46)
H (0.12, -2.76, -2.15)
H (-0.77, -3.88, -1.12)
H (3.51, -4.04, -1.26)
H (2.64, -2.64, -1.90)
H (2.63, -4.16, -2.79)
H (0.46, -3.32, 0.84)
H (1.44, -2.17, -0.08)
H (2.23, -3.43, 0.89)
H (1.83, -8.15, -0.33)
H (0.88, -8.69, -1.73)
H (0.08, -7.92, -0.34)
C (-3.79, 5.75, 1.79)
C (-3.04, 4.43, 1.63)
C (-4.00, 3.22, 1.63)
C (-4.62, 2.94, 2.99)
C (-3.54, 2.76, 4.06)
C (-2.58, 3.96, 4.14)
N (-2.06, 4.19, 2.75)
O (-1.04, 3.51, 2.44)
C (-3.28, 5.19, 4.71)
C (-1.39, 3.63, 5.03)
C (-2.26, 4.46, 0.32)
H (-3.99, 6.16, 0.80)
H (-4.75, 5.64, 2.30)
H (-3.20, 6.48, 2.34)
H (-3.42, 2.35, 1.30)
H (-4.77, 3.40, 0.88)
H (-5.31, 3.73, 3.27)
H (-5.21, 2.02, 2.93)
H (-3.99, 2.61, 5.05)
H (-2.94, 1.87, 3.83)
H (-2.63, 6.07, 4.65)
H (-3.48, 5.00, 5.77)
H (-4.22, 5.42, 4.23)
H (-0.89, 2.72, 4.71)
H (-1.75, 3.51, 6.06)
H (-0.66, 4.44, 5.01)
H (-1.56, 5.30, 0.29)
H (-2.99, 4.59, -0.49)
H (-1.70, 3.55, 0.15)

2S+1: 3
Charge: -1
Energy relative to the best compared isomer or geometry (same formula, charge and spin) (kJ/mol): 0.0
Expectation value of S²: 2.008
HOMO (spin up / spin down) (eV): -4.91 / -4.91
Frontier orbital gap (spin up / spin down) (eV): 7.2 / 7.2
Electronic energy (Eh): -1937.2052
Largest force on an atom (eV/A): 0.33

Atom charges from the Löwdin analysis, given in e for atoms 1 to 8:
1 C -0.140
2 C -0.375
3 C -0.336
4 Al 0.225
5 C -0.367
6 P 0.370
7 O -0.305
8 O -0.176


The highest largest force on an atom belongs to which entry? C22H48N4O2P


Please write out number 3 again, unchanged.
The following is a DFT calculation (ωB97M-V with the def2-TZVPD basis set) of C22H49AlN2O5P as an isolated structure.

Cartesian coordinates (Å):
C (4.47, 0.26, -2.57)
C (5.09, 1.55, -2.04)
C (4.15, 2.31, -1.09)
Al (2.57, 3.22, -1.92)
C (1.02, 1.96, -2.44)
P (0.45, 0.79, -1.29)
O (1.41, -0.03, -0.53)
O (-0.63, -0.16, -2.07)
O (-0.56, 1.59, -0.30)
H (3.52, 0.45, -3.06)
H (5.13, -0.24, -3.28)
H (4.26, -0.43, -1.75)
H (5.33, 2.19, -2.89)
H (6.04, 1.30, -1.56)
H (4.71, 3.12, -0.60)
H (3.84, 1.63, -0.28)
H (1.91, 4.35, -0.94)
H (3.04, 3.89, -3.34)
H (0.16, 2.60, -2.67)
H (1.27, 1.41, -3.36)
H (-1.49, -0.12, -1.63)
H (-0.29, 1.40, 0.61)
C (2.42, -6.66, -2.54)
C (1.17, -6.57, -1.65)
C (-0.08, -6.21, -2.47)
C (-0.09, -4.77, -2.96)
C (0.09, -3.80, -1.80)
C (1.36, -4.07, -0.99)
N (1.32, -5.52, -0.59)
O (0.73, -5.78, 0.51)
C (2.61, -3.73, -1.80)
C (1.37, -3.20, 0.26)
C (0.97, -7.92, -0.96)
H (2.57, -7.70, -2.84)
H (2.34, -6.06, -3.44)
H (3.31, -6.34, -2.00)
H (-0.95, -6.38, -1.83)
H (-0.15, -6.91, -3.31)
H (0.68, -4.61, -3.72)
H (-1.05, -4.57, -3.46)
H (0.12, -2.76, -2.15)
H (-0.77, -3.88, -1.12)
H (3.51, -4.04, -1.26)
H (2.64, -2.64, -1.90)
H (2.63, -4.16, -2.79)
H (0.46, -3.32, 0.84)
H (1.44, -2.17, -0.08)
H (2.23, -3.43, 0.89)
H (1.83, -8.15, -0.33)
H (0.88, -8.69, -1.73)
H (0.08, -7.92, -0.34)
C (-3.79, 5.75, 1.79)
C (-3.04, 4.43, 1.63)
C (-4.00, 3.22, 1.63)
C (-4.62, 2.94, 2.99)
C (-3.54, 2.76, 4.06)
C (-2.58, 3.96, 4.14)
N (-2.06, 4.19, 2.75)
O (-1.04, 3.51, 2.44)
C (-3.28, 5.19, 4.71)
C (-1.39, 3.63, 5.03)
C (-2.26, 4.46, 0.32)
H (-3.99, 6.16, 0.80)
H (-4.75, 5.64, 2.30)
H (-3.20, 6.48, 2.34)
H (-3.42, 2.35, 1.30)
H (-4.77, 3.40, 0.88)
H (-5.31, 3.73, 3.27)
H (-5.21, 2.02, 2.93)
H (-3.99, 2.61, 5.05)
H (-2.94, 1.87, 3.83)
H (-2.63, 6.07, 4.65)
H (-3.48, 5.00, 5.77)
H (-4.22, 5.42, 4.23)
H (-0.89, 2.72, 4.71)
H (-1.75, 3.51, 6.06)
H (-0.66, 4.44, 5.01)
H (-1.56, 5.30, 0.29)
H (-2.99, 4.59, -0.49)
H (-1.70, 3.55, 0.15)

2S+1: 3
Charge: -1
Energy relative to the best compared isomer or geometry (same formula, charge and spin) (kJ/mol): 0.0
Expectation value of S²: 2.008
HOMO (spin up / spin down) (eV): -4.91 / -4.91
Frontier orbital gap (spin up / spin down) (eV): 7.2 / 7.2
Electronic energy (Eh): -1937.2052
Largest force on an atom (eV/A): 0.33

Atom charges from the Löwdin analysis, given in e for atoms 1 to 8:
1 C -0.140
2 C -0.375
3 C -0.336
4 Al 0.225
5 C -0.367
6 P 0.370
7 O -0.305
8 O -0.176